The following is a DFT calculation (wB97M-V/def2-TZVPD) of a 11-piece molecular cluster, C31H84O11 overall.

For the electronic energy, the calculation gives -2059.053355 Eh. Its SMILES is CC(C)O.CC(C)O.CC(C)O.CC(C)O.CC(C)O.CC(C)O.CC(C)O.CC(C)O.CC(C)O.CC(C)O.CO. For the HOMO energy, the calculation gives -9.3 eV. The total charge is 0. The energy above the lowest of the compared OMol25 structures with the same formula, charge and spin comes out at 214.55 kJ/mol.

Structure (XYZ):
```
126
Properties=species:S:1:pos:R:3:forces:R:3:mulliken_charge:R:1
H -6.657486 3.024507 -1.806575 0.1 0.0 0.1 0.338
C -1.133004 3.236535 1.445124 -0.3 0.1 -1.3 1.591
H 4.602387 0.814239 0.833829 0.0 0.0 -0.1 0.447
H 5.024452 1.962558 -5.949277 -0.3 -0.4 -0.2 0.369
H -0.787590 3.968190 -5.300166 0.2 0.2 0.2 0.449
H 1.335623 -3.419590 0.751177 0.2 -0.1 -0.3 -0.359
H -2.902988 -1.245106 6.750401 0.1 0.0 -0.1 0.307
H 1.933098 4.102436 0.686564 0.1 -0.2 -0.4 0.374
H 3.283103 2.660603 3.552956 0.4 0.0 0.4 0.204
O -1.255958 -2.250697 -3.196767 0.0 0.5 -0.2 -0.463
H 3.913743 0.525310 2.476170 0.2 0.2 0.0 0.176
H 0.869513 -3.971403 3.012913 -0.5 -0.7 -0.3 -0.114
H 6.166990 -2.444927 0.921944 0.0 0.0 -0.2 0.391
H -2.065781 -1.384331 2.782263 0.0 -0.3 -0.1 0.006
C -0.102945 3.145577 -5.068062 -0.4 0.5 -0.7 -1.173
H 3.622617 2.025838 -2.637723 0.1 -0.3 0.2 0.469
O -6.939490 2.163120 -1.490672 -0.5 0.3 0.4 -0.576
C 0.829083 0.789799 -0.585296 -0.7 0.6 0.4 -1.695
H 0.946934 1.759950 -1.070984 -0.1 -0.1 -0.1 0.505
H -0.405874 -0.049864 -2.108452 -0.1 -0.4 0.2 -0.297
H -3.325962 3.268275 1.770639 0.2 0.3 -0.1 0.221
C -6.253792 1.833518 -0.269608 0.6 -1.0 -0.8 0.402
C -0.189585 2.084810 -7.370824 0.1 -0.4 0.0 -1.407
H -5.804211 2.718743 0.187408 -0.2 0.1 0.0 0.343
H -2.238852 0.102486 -0.294747 -0.2 -0.1 0.0 -0.129
C -2.561493 -1.841186 3.637914 -0.4 0.6 0.8 -0.840
H 0.898493 3.469999 -5.358740 0.0 -0.1 0.0 0.214
H -2.134057 -2.787829 3.962940 0.3 0.0 -0.4 0.346
H 0.897551 2.050632 -7.464191 0.0 0.2 -0.1 0.280
H -3.007556 -3.304939 -3.218349 -0.2 0.1 0.3 0.230
C -7.227901 1.148643 0.673566 -0.5 0.0 -0.8 -1.406
H -1.634984 1.781329 -5.815764 -0.1 0.5 0.0 0.327
H -1.356138 2.586391 -0.388764 -0.2 0.2 0.2 0.252
H -0.594319 2.993243 -7.814696 0.1 0.0 0.0 0.392
C -5.124584 0.896475 -0.728389 0.3 0.8 1.1 -0.798
H 2.544711 0.599531 -2.697134 -0.1 0.0 0.0 0.169
H -8.066333 1.820352 0.863400 0.1 0.0 0.4 0.352
C -2.473339 -0.905432 4.852366 -0.4 -0.6 -0.1 0.565
O 2.786992 5.626154 2.354595 0.4 0.2 -0.3 -0.586
H 4.454484 4.357872 2.065327 -0.1 0.4 0.0 0.262
H 4.019646 4.082768 4.369411 0.1 -0.1 -0.1 0.384
H -0.260391 -5.087108 -0.996437 0.1 0.2 -0.1 0.289
H -4.479158 -0.059895 5.139638 0.0 0.0 0.0 0.413
H 4.628319 2.981847 -4.661808 -0.3 -0.1 0.3 0.324
H -0.095861 2.986496 -3.992430 -0.3 -0.3 0.0 0.185
H -2.928390 -2.067849 -4.376928 0.1 0.6 0.1 0.317
C 2.659806 3.476108 1.196401 0.4 -0.1 1.5 -0.864
O 5.623130 -1.695516 0.652617 -0.6 -0.3 0.1 -0.571
H -2.734100 -5.211597 1.602752 -0.1 -0.6 -0.3 0.413
H -5.539165 0.042573 -1.256581 0.1 0.0 -0.1 0.400
H 3.765728 -4.675065 3.696125 0.1 0.2 -0.6 0.396
H -1.378915 -1.851870 -0.640624 -0.2 0.1 0.4 0.549
H -3.014685 -4.465165 -0.740999 0.1 0.0 -0.4 0.364
H -3.487221 0.662686 3.825213 -0.4 -0.2 0.0 0.016
H 2.927498 -3.099802 3.954020 0.3 0.0 -0.3 0.339
H -0.567536 0.239059 -4.886153 -0.1 0.0 0.0 0.116
C -1.851385 -5.072568 0.969155 -0.8 0.4 0.3 -1.010
H 2.121035 2.185794 -3.414416 -0.3 -0.3 -0.4 0.136
H -3.074015 1.067927 5.415659 -0.4 -0.1 0.4 0.399
O -1.614994 0.739724 -0.641898 0.4 0.7 -0.2 -0.135
H -4.524623 0.586014 0.138263 -0.2 -0.3 -0.1 0.019
C 5.221312 -1.048098 1.853684 0.5 1.1 0.6 1.232
C -0.500282 -1.306173 -0.290944 0.6 0.0 -1.2 -2.183
O 2.783992 0.237987 -5.328328 -0.1 -0.6 -0.5 -0.536
C -2.139330 -5.079144 -0.530603 1.2 -0.7 0.5 0.427
H 2.289945 3.919951 4.212897 -0.2 0.4 -0.5 0.291
H 2.611036 5.892455 1.445119 0.1 0.2 0.1 0.352
O -1.267374 3.459085 0.032622 0.2 0.2 0.0 -0.642
O 0.054905 0.756135 -5.403297 0.2 0.0 -0.2 -0.649
C -0.711235 4.555217 2.079006 -0.8 -0.7 -0.7 -1.436
O -2.726310 -1.768420 5.960748 0.1 0.0 0.4 -0.568
H 1.721527 0.206402 -0.794640 0.0 -0.1 0.2 0.459
C 2.914581 1.456318 -3.250288 1.0 0.4 0.0 -0.974
H -1.545912 -4.076678 1.299374 0.6 -0.1 -0.2 0.054
H 3.126117 -3.586718 0.912000 -0.1 -0.9 0.1 0.407
H -0.579027 1.211274 -7.894584 0.0 0.1 -0.1 0.351
H 6.948854 -1.474608 3.011534 0.6 0.1 -0.5 0.438
H 0.692799 1.002449 0.480190 0.5 -0.2 0.0 0.048
H -0.490211 -1.117757 0.782067 -0.1 -0.2 0.1 0.293
H 2.323159 -2.402621 1.770425 -0.5 0.0 0.3 -0.036
C 3.646828 1.006490 -4.523735 -1.0 0.7 0.2 0.479
H 2.399882 -4.495219 4.737030 -0.3 -0.4 -0.2 0.442
C 2.802133 -4.170156 3.769101 -0.4 0.2 0.9 -1.589
H -3.618139 -2.018479 3.426897 0.0 0.0 -0.2 0.333
H -1.515337 5.266037 1.879317 0.0 0.2 0.3 0.451
H 6.448516 0.097918 3.392992 -0.8 0.0 -0.1 0.348
H -2.630529 1.655628 1.634378 0.1 0.0 -0.2 -0.004
H 7.145091 -0.049350 1.847475 0.2 -0.5 -0.2 0.351
H 1.834494 0.440001 -5.214723 0.4 0.2 0.1 0.422
H 0.171736 4.902514 1.555076 0.2 0.1 0.4 0.312
O 1.865614 -5.666960 2.069454 -0.7 0.0 0.6 -0.564
H -0.311207 2.520248 1.539856 -0.1 -0.2 0.5 -0.531
H -4.444163 1.491443 -1.337823 0.0 -0.3 -0.3 0.245
C 6.502463 -0.591893 2.541534 0.2 0.4 0.9 -1.554
H -6.762772 0.760703 1.576736 0.0 0.3 0.1 0.309
H 2.124735 2.681104 1.721953 -0.3 0.1 -0.2 0.011
H 3.351756 2.958204 0.534701 0.0 0.3 -0.2 0.302
C -0.560588 1.966338 -5.915442 0.1 -0.8 1.1 0.782
H -7.682731 0.296708 0.159317 0.2 0.0 -0.1 0.349
H -2.301205 2.591341 3.069427 -0.4 0.0 0.1 0.291
C 2.182266 -3.438596 1.437563 -0.3 1.1 0.1 -0.347
H -1.486404 -7.186498 -0.716613 0.2 0.2 0.1 0.354
C 3.232895 3.746864 3.694252 0.3 -0.9 0.1 -1.340
O -0.996484 -4.492300 -1.185469 -0.3 0.3 -0.1 -0.425
H 4.708171 -1.720125 2.555134 -0.1 -0.3 -0.3 -0.349
H -3.224943 -6.906172 -0.688494 0.1 -0.2 -0.1 0.412
H -0.567257 4.385399 3.143550 0.2 0.4 0.1 0.289
C 4.235646 0.071892 1.537287 -0.3 -1.1 0.3 -0.644
C 3.384290 4.332957 2.304835 -1.0 -0.3 -0.5 0.656
H 3.351245 -0.459937 1.175479 -0.1 0.5 -0.5 -0.268
C -2.271477 -6.509148 -1.052620 -1.3 0.3 0.0 -1.529
H -1.128216 -5.860336 1.178268 0.2 0.3 0.3 0.326
C -2.665281 -2.267567 -3.339004 0.2 -1.5 -0.1 -0.477
C -2.441355 2.671375 1.985128 0.7 -0.4 0.9 -0.855
H -3.192920 -1.646514 -2.612048 0.0 0.3 -0.2 0.124
C -0.414173 0.039459 -1.015785 -0.1 -0.6 0.1 2.114
C 4.180387 2.212085 -5.300055 0.8 0.3 -0.1 -1.310
H 0.329012 -1.956990 -0.581727 0.1 0.2 0.3 0.531
H -1.012594 -2.819702 -2.456884 0.0 -0.2 -0.1 0.204
H -2.311426 -6.512345 -2.141515 0.1 0.0 0.0 0.383
C -3.479476 0.235682 4.833039 1.0 0.7 -0.7 -1.113
H -1.456539 -0.492661 4.911584 -0.1 -0.1 0.1 0.167
H 2.086961 -6.262426 2.793725 -0.2 -0.1 -0.1 0.346
H 3.414193 2.681467 -5.916922 -0.1 -0.1 0.1 0.215
H 4.474560 0.345613 -4.257587 0.0 0.1 0.1 0.317
C 1.813516 -4.347515 2.607107 2.2 0.7 -0.2 1.086
```
Positions in Å, forces in eV/Å.